Record 1
This record from OMol25 describes a molecular structure, C6H18ClO6. The level of theory is ωB97M-V/def2-TZVPD.

The geometry in XYZ format:
```
31
Properties=species:S:1:pos:R:3:forces:R:3
Cl -0.41583 0.94557 -1.53290 -1.4 3.6 -8.5
C 1.58937 2.33935 0.11132 -2.2 -0.9 1.3
C 2.29319 1.40145 1.05260 0.6 0.6 -0.5
O 2.14437 1.89475 2.40562 0.1 -0.8 -0.6
O 0.13015 2.14257 0.37342 4.1 3.6 3.8
H 1.74537 2.02835 -0.92165 0.4 0.2 -0.1
H 1.97805 3.33648 0.31808 -0.5 0.4 -0.2
H 3.35738 1.37711 0.81803 0.4 0.2 -0.1
H 1.95492 0.39957 0.78820 -0.5 -0.2 1.0
H 2.96670 1.65491 2.83905 -0.1 0.0 0.2
H -0.15577 1.91044 -0.51313 -0.4 1.8 1.0
C 0.29307 -1.50365 -1.26115 0.9 -3.2 -1.9
C 0.86684 -2.95568 -1.10037 0.1 0.5 -0.3
O 1.97740 -3.12342 -1.97870 0.5 0.2 -0.1
O 0.30985 -1.09200 -2.61792 1.2 -3.5 -1.1
H 0.86737 -0.75737 -0.71218 0.3 -0.8 0.4
H -0.73427 -1.56096 -0.90144 0.8 -0.6 -0.4
H 0.17542 -3.77818 -1.28348 -0.7 0.3 -0.6
H 1.11497 -3.15789 -0.05843 0.5 0.5 0.3
H 2.50067 -3.89687 -1.75611 -0.2 -0.1 0.2
H -0.11247 -0.23029 -2.59155 0.0 -0.3 -1.0
C -2.34991 -0.11637 0.12779 -2.0 1.2 0.8
C -3.00546 0.69854 1.29912 1.6 -0.1 -0.9
O -2.45749 0.18388 2.53853 -1.4 -0.2 -0.4
O -1.05245 -0.41037 0.33220 -2.0 -1.4 5.2
H -2.46705 0.45533 -0.79282 -0.1 0.6 0.1
H -2.95748 -0.97601 -0.15504 -0.3 -0.8 0.7
H -4.07176 0.73384 1.07578 -0.6 -0.8 0.9
H -2.74541 1.75704 1.29218 0.5 0.1 -0.4
H -3.12021 0.29764 3.22371 0.0 0.1 0.1
H -0.61952 0.00224 -0.41874 0.4 0.0 1.0
```
Forces are in eV/Å.

Calculated values
Frontier orbital gap ... 8.0 eV
E_tot ... -31315.931 eV
Net charge ... -1
Relative energy (zero: lowest compared OMol25 entry of this formula, charge and spin) ... 168.01 kcal/mol

Record 2
This record from OMol25 describes 5 unconnected molecules or ions with the total composition C6H18ClO6. The level of theory is ωB97M-V/def2-TZVPD.

The geometry in XYZ format:
```
31
Properties=species:S:1:pos:R:3:forces:R:3
Cl -2.79814 16.09110 -12.16645 0.2 -0.3 -0.2
C -2.35239 14.32249 -15.59237 0.0 -0.1 0.1
O -3.23559 15.33755 -15.19201 0.0 0.0 -0.1
H -1.32103 14.68238 -15.70213 0.0 0.0 0.1
H -2.35869 13.49361 -14.87347 0.1 0.0 -0.1
H -2.66949 13.92552 -16.55989 -0.1 0.1 0.0
H -3.08019 15.50713 -14.23448 -0.1 0.2 0.0
C 0.89222 14.90998 -13.20233 0.3 -0.2 -0.5
O 0.18772 16.11877 -13.32361 -0.1 -0.5 0.3
H 0.79622 14.43306 -12.22212 0.0 0.1 0.1
H 0.58364 14.16549 -13.95202 -0.1 0.0 0.0
H 1.94758 15.11022 -13.40618 0.0 0.0 0.2
H -0.70758 15.94008 -12.96148 -0.2 0.5 -0.1
C -0.20730 16.23668 -9.45961 0.8 -0.1 0.2
O -1.13476 16.95386 -8.66994 -0.6 0.3 -0.3
H -0.36189 16.34544 -10.53126 -0.7 0.2 0.1
H 0.81068 16.61327 -9.28596 0.0 -0.2 0.1
H -0.26621 15.17058 -9.22074 0.2 0.0 0.0
H -0.72726 17.25681 -7.86045 0.2 -0.1 0.0
C -3.42831 18.68056 -14.70102 -0.4 -0.3 0.4
O -3.03131 20.05221 -14.89352 -0.1 -0.2 -0.5
C -2.99036 20.80415 -13.81461 0.0 -0.1 -0.3
O -3.18655 20.47157 -12.68505 -0.2 -0.1 0.5
O -2.68117 22.04987 -14.21143 0.2 0.3 -0.4
C -2.59766 23.00367 -13.18125 0.4 0.4 0.7
H -4.42732 18.62877 -14.26232 0.1 0.2 0.1
H -2.75605 18.15571 -14.02541 0.1 0.0 -0.1
H -3.47718 18.20829 -15.67548 0.3 0.1 -0.1
H -1.93207 23.81221 -13.48463 -0.2 -0.1 -0.4
H -2.14498 22.58159 -12.28130 -0.3 -0.1 0.0
H -3.58165 23.41353 -12.95384 0.0 -0.1 0.1
```
Forces are in eV/Å.

Calculated values
Frontier orbital gap ... 8.0 eV
E_tot ... -31322.836 eV
Net charge ... -1
Relative energy (zero: lowest compared OMol25 entry of this formula, charge and spin) ... 8.77 kcal/mol

Record 3
This record from OMol25 describes 4 unconnected molecules or ions with the total composition C6H18IO3. The level of theory is ωB97M-V/def2-TZVPD.

The geometry in XYZ format:
```
28
Properties=species:S:1:pos:R:3:forces:R:3
I -2.02809 -0.10426 -0.17598 0.3 0.0 -0.1
C -0.77531 1.67687 -4.13689 0.4 0.4 -0.3
C -0.35088 0.22022 -4.22897 0.5 0.1 -0.2
O -1.37150 -0.67134 -3.85104 0.2 -0.1 0.2
H -1.65222 1.95630 -4.72377 -0.1 -0.5 0.0
H 0.03484 2.30147 -4.53695 0.0 0.0 0.3
H -0.96607 1.94531 -3.09727 0.1 0.0 0.0
H 0.57549 0.09101 -3.64216 -0.3 0.0 0.3
H 0.00748 -0.05251 -5.23174 -0.6 0.1 -0.1
H -1.49040 -0.57157 -2.88884 -0.2 -0.1 -0.1
C 2.33216 0.16508 0.94298 1.1 0.4 -0.1
C 2.10091 0.75699 -0.44329 -1.8 0.4 0.4
O 1.16103 1.84620 -0.33716 0.4 0.2 0.0
H 2.93730 0.89574 1.49148 -0.5 0.1 0.3
H 2.96736 -0.72683 0.96704 -0.3 -0.2 -0.4
H 1.38505 -0.03182 1.43632 0.0 0.0 0.0
H 1.59120 0.03499 -1.09085 0.8 -0.2 -0.2
H 2.98348 1.23465 -0.86474 0.2 -0.5 -0.2
H 0.26577 1.47460 -0.32361 -0.1 -0.1 0.1
C -1.21626 -2.31419 3.94272 0.2 1.3 0.3
C -0.77305 -0.83770 4.12813 -0.4 -0.9 -0.2
O -1.64284 0.03088 3.43880 0.2 0.0 0.3
H -1.53031 -2.40008 2.90414 0.3 -0.6 -0.1
H -2.08297 -2.48364 4.58049 -0.1 -0.2 0.0
H -0.39112 -2.95025 4.26422 -0.1 -0.4 -0.3
H 0.25618 -0.69518 3.78817 0.1 -0.1 0.0
H -0.80596 -0.64328 5.20140 0.0 0.5 0.0
H -1.52124 -0.14769 2.48737 -0.3 0.3 0.0
```
Forces are in eV/Å.

Calculated values
Frontier orbital gap ... 8.0 eV
E_tot ... -20759.459 eV
Net charge ... -1
Relative energy (zero: lowest compared OMol25 entry of this formula, charge and spin) ... 7.93 kcal/mol

Record 4
This record from OMol25 describes 2 unconnected molecules or ions with the total composition C6H18N2O. The level of theory is ωB97M-V/def2-TZVPD.

The geometry in XYZ format:
```
27
Properties=species:S:1:pos:R:3:forces:R:3
C -1.52030 1.07966 1.31036 1.2 0.2 0.9
N -0.10891 0.79715 0.92980 -2.0 0.5 -0.4
C 0.86811 1.54646 1.71395 1.4 -1.1 -2.2
C -0.65004 1.38858 -1.58144 0.2 -0.3 1.6
C -0.03836 0.41709 -0.48218 0.7 1.4 -0.5
C 1.38979 0.08538 -0.96665 -0.2 -2.6 -0.1
N 1.38403 -1.18005 -1.77970 -0.8 0.5 0.4
C 0.98575 -2.38261 -1.05938 0.5 -1.2 -0.4
H -1.83640 0.27768 1.96952 -0.7 0.2 0.1
H -1.53025 2.00732 1.88282 -0.2 0.0 0.1
H -2.21909 1.24223 0.49715 0.1 -0.4 -0.3
H 0.49665 2.46092 2.14810 -0.3 -0.1 0.6
H 1.69439 1.85901 1.05613 -0.2 0.1 0.0
H 1.36753 0.80578 2.34000 -0.2 0.6 1.0
H 0.16761 1.94204 -2.02669 -0.1 0.0 -0.5
H -1.21795 0.75641 -2.26063 0.2 0.3 -0.5
H -1.32825 2.11546 -1.13620 -0.1 0.0 -0.1
H -0.66727 -0.47420 -0.51738 0.3 -0.2 -0.2
H 2.08035 -0.12495 -0.14727 -0.1 0.3 0.1
H 1.86570 0.74448 -1.67903 -0.2 0.9 0.4
H 0.62394 -1.03432 -2.44337 0.4 0.0 -0.4
H -0.07396 -2.55324 -0.83565 -0.1 0.5 0.1
H 1.56127 -2.56323 -0.15287 0.1 0.4 0.2
H 1.26716 -3.22602 -1.70097 -0.1 0.0 0.0
H -1.29663 -1.24856 1.28938 1.1 -0.8 0.1
H -1.44966 -2.78856 1.94781 1.0 0.2 -0.4
O -1.81521 -1.94995 1.68441 -2.0 0.2 0.2
```
Forces are in eV/Å.

Calculated values
Frontier orbital gap ... 9.0 eV
SMILES ... CNC[C@H](C)N(C)C.O
E_tot ... -11539.494 eV
Relative energy (zero: lowest compared OMol25 entry of this formula, charge and spin) ... 51.00 kcal/mol

Record 5
This record from OMol25 describes 2 unconnected molecules or ions with the total composition C6H18N2P2. The level of theory is ωB97M-V/def2-TZVPD.

The geometry in XYZ format:
```
28
Properties=species:S:1:pos:R:3:forces:R:3
C -3.38348 0.06427 -0.02153 1.7 -1.6 0.8
C 3.37606 0.04457 -0.27242 -1.2 -1.9 -0.9
C -5.36239 -0.31998 -1.29093 -0.3 0.5 -1.3
C -5.46758 -0.38046 1.25850 -1.6 3.8 0.7
C 5.43358 -1.12979 0.58833 2.2 1.3 1.3
C 5.43561 0.88481 -0.83358 2.6 4.3 1.5
N -4.83002 0.23186 -0.02717 0.6 0.7 2.3
N 4.75903 0.18271 0.28823 -1.5 -0.4 -4.3
P 1.96754 0.59749 0.40170 1.4 1.5 1.7
P -2.11860 1.11177 0.19898 -0.7 0.7 -0.4
H -2.99340 -1.00695 -0.03529 -1.2 1.2 -0.1
H 3.21076 -0.60494 -1.23509 1.1 1.2 1.9
H -6.49952 -0.33957 -1.14960 1.8 -0.4 -0.8
H -4.99833 0.34722 -2.15380 -0.9 -0.8 1.3
H -4.77304 -1.27595 -1.44138 -1.5 0.7 0.2
H -6.62511 -0.33487 1.24265 2.2 -0.3 -0.3
H -5.01184 -1.24436 1.51954 0.8 -3.5 -0.2
H -5.10297 0.20226 2.16748 -0.6 0.2 -1.4
H 4.79469 -1.74678 1.16901 -1.0 -0.7 -0.1
H 5.85183 -1.62381 -0.38754 -0.7 1.2 2.2
H 6.14226 -0.76743 1.44164 -0.1 -1.1 -2.1
H 5.37761 0.38965 -1.69799 -0.9 -2.4 -3.2
H 5.09456 1.93829 -1.02982 -0.6 -1.2 0.6
H 6.52982 1.10068 -0.78531 -0.5 -0.8 1.2
H -4.94914 1.24714 0.17294 -0.4 -0.6 -1.1
H 4.58932 0.87787 0.97296 0.5 0.3 1.9
H 2.65680 1.44518 1.59231 -1.0 -1.4 -1.7
H -2.86105 2.34908 0.14850 0.1 -0.3 0.2
```
Forces are in eV/Å.

Calculated values
Frontier orbital gap ... 10.1 eV
E_tot ... -28050.880 eV
Net charge ... +2
Relative energy (zero: lowest compared OMol25 entry of this formula, charge and spin) ... 46.44 kcal/mol

Record 6
This record from OMol25 describes 2 unconnected molecules or ions with the total composition C6H18N3. The level of theory is ωB97M-V/def2-TZVPD.

The geometry in XYZ format:
```
27
Properties=species:S:1:pos:R:3:forces:R:3
C 1.35248 -0.59361 -3.04311 2.2 0.8 2.0
C -1.63485 -1.21102 1.61788 1.1 0.6 -1.5
C -0.34654 -1.01183 3.72105 0.5 1.3 1.9
C 0.89085 1.97387 -0.94183 -2.0 3.0 0.3
C 0.61018 -0.48981 -1.75256 -0.7 -1.8 0.0
C -0.44803 -0.65832 2.35207 -1.0 0.7 -4.0
N -1.13495 1.06231 -1.97135 -1.1 0.5 0.9
N 0.31924 0.16818 1.64658 -0.5 -1.6 0.8
N 0.12791 0.75825 -1.23101 -3.1 2.3 -0.6
H 1.49746 -1.64104 -3.19177 0.5 -0.6 -0.3
H 0.80841 -0.21760 -3.82414 -1.3 1.0 -2.1
H 2.31580 -0.03429 -2.92473 -0.5 -0.7 -0.5
H -1.42570 -1.54396 0.57376 0.0 0.5 0.6
H -2.15850 -2.01275 2.09301 -0.3 -0.1 0.6
H -2.16464 -0.24909 1.56554 -0.9 -0.6 -0.2
H 0.39006 -0.31785 4.09768 0.6 -0.5 1.0
H -0.03971 -2.04814 3.67674 0.4 -0.4 0.4
H -1.24654 -0.95026 4.38204 0.4 0.0 -1.1
H 0.40258 2.59393 0.02199 1.0 -1.8 -2.3
H 1.86624 1.68270 -0.64553 1.2 0.0 0.1
H 0.88328 2.84992 -1.77488 0.3 -2.4 1.6
H 1.22313 -1.02266 -1.00556 -0.2 0.3 0.2
H -0.33598 -1.07527 -1.92520 0.9 0.4 0.7
H 1.00859 0.75785 2.10462 0.0 -0.3 0.0
H -1.08806 1.68254 -2.81816 0.7 -0.7 1.4
H -1.97718 1.37990 -1.37306 2.4 -0.6 -0.9
H 0.30449 0.16805 0.56995 -0.7 0.5 1.1
```
Forces are in eV/Å.

Calculated values
Frontier orbital gap ... 8.4 eV
E_tot ... -10975.217 eV
Net charge ... +1
Relative energy (zero: lowest compared OMol25 entry of this formula, charge and spin) ... 93.38 kcal/mol